DFT (ωB97M-V with the def2-TZVPD basis set) results for a cluster of 2 separate species, C6H11N3O in total in a non-equilibrium geometry.

Last columns: bonded neighbours and bond lengths (Å).
Positions of all 21 atoms, in Å:
1 O -1.09492 2.11816 1.43277  C5 1.220
2 N -1.49201 1.51695 -0.71149  C5 1.367, H14 1.006, H15 1.007
3 N 1.25322 -1.57347 -0.91846  N4 1.249, H19 1.040
4 N 0.19044 -0.96737 -0.66505  N3 1.249, C7 1.390
5 C -0.68330 1.65484 0.38198  O1 1.220, N2 1.367, C6 1.543
6 C 0.69243 0.96356 0.27498  C5 1.543, C8 1.505, C10 1.362
7 C -0.96556 -1.58038 -0.19545  N4 1.390, C9 1.334, H12 1.081
8 C 1.37247 0.66797 1.58510  C6 1.505, H13 1.095, H17 1.092, H21 1.105
9 C -1.34604 -2.81682 -0.52165  C7 1.334, H16 1.083, H18 1.078
10 C 1.26595 1.75779 -0.67115  C6 1.362, H11 1.076, H20 1.079
11 H 0.86971 1.94562 -1.65389  C10 1.076
12 H -1.57836 -0.93671 0.41955  C7 1.081
13 H 1.24229 -0.38722 1.84861  C8 1.095
14 H -1.16475 1.03433 -1.53113  N2 1.006
15 H -2.48154 1.64468 -0.57505  N2 1.007
16 H -0.77538 -3.42686 -1.21114  C9 1.083
17 H 0.91346 1.26901 2.37287  C8 1.092
18 H -2.23427 -3.25817 -0.10056  C9 1.078
19 H 1.26422 -2.55127 -0.56468  N3 1.040
20 H 2.29255 2.06411 -0.54599  C10 1.079
21 H 2.45939 0.86125 1.54986  C8 1.105

Molar mass in g mol⁻¹: 141.17
Energy above the lowest of the compared OMol25 structures with the same formula, charge and spin in kcal/mol: 117.3
E_tot in eV: -12913.9588
HOMO level in eV: -8.19
HOMO-LUMO gap in eV: 7.56

---

DFT (ωB97M-V with the def2-TZVPD basis set) results for the molecule C3H5PS in a non-equilibrium geometry.

Last columns: bonded neighbours and bond lengths (Å).
Positions of all 10 atoms, in Å:
1 S -0.18775 3.78046 -2.24132  P2 2.569
2 P -1.41200 1.63462 -1.53806  S1 2.569, C4 1.840
3 C 0.05481 -0.56143 -0.58144  C4 1.500, C5 1.500, H7 1.143, H9 1.047
4 C -0.00165 0.93771 -0.58303  P2 1.840, C3 1.500, C5 1.512, H8 1.133
5 C -0.43205 0.16068 0.64027  C3 1.500, C4 1.512, H6 1.044, H10 1.132
6 H -1.45945 -0.01906 0.59879  C5 1.044
7 H 1.10293 -1.00761 -0.67424  C3 1.143
8 H 0.90346 1.61838 -0.56867  C4 1.133
9 H -0.72679 -0.99755 -1.12509  C3 1.047
10 H -0.01618 0.21641 1.69184  C5 1.132

Molar mass in g mol⁻¹: 104.11
Energy above the lowest of the compared OMol25 structures with the same formula, charge and spin in kcal/mol: 79.9
E_tot in eV: -23311.6982
HOMO level in eV: -8.61
HOMO-LUMO gap in eV: 6.20

---

DFT (ωB97M-V with the def2-TZVPD basis set) results for a cluster of 2 separate species, C5H9FSi in total in a non-equilibrium geometry.

Last columns: bonded neighbours and bond lengths (Å).
Positions of all 16 atoms, in Å:
1 Si 0.99605 1.17052 0.28290  F2 1.624, C4 1.934, C5 1.944, H9 1.512
2 F 2.08848 2.25438 -0.23581  Si1 1.624
3 C 2.71976 -1.13064 -0.00757  C4 1.326, H10 1.180, H11 1.089
4 C 1.68371 -0.46097 -0.49441  Si1 1.934, C3 1.326, H14 1.157
5 C -0.54668 1.58656 -0.82516  Si1 1.944, H8 1.131, H12 1.117, H15 1.097
6 C -2.67815 -2.15613 0.11427  C7 1.180, H13 1.017
7 C -2.52890 -1.10219 0.62372  C6 1.180, H16 1.041
8 H -1.28356 2.10771 -0.14417  C5 1.131
9 H 1.33256 1.39768 1.73924  Si1 1.512
10 H 3.22716 -0.62633 0.93128  C3 1.180
11 H 3.11749 -2.10031 -0.30462  C3 1.089
12 H -0.14972 2.16874 -1.69177  C5 1.117
13 H -2.94036 -3.04105 -0.31309  C6 1.017
14 H 1.04753 -0.66345 -1.43984  C4 1.157
15 H -1.03821 0.66794 -1.16867  C5 1.097
16 H -2.37811 -0.18810 1.09777  C7 1.041

Molar mass in g mol⁻¹: 116.21
Energy above the lowest of the compared OMol25 structures with the same formula, charge and spin in kcal/mol: 48.5
E_tot in eV: -15919.7137
HOMO level (alpha / beta) in eV: -5.89 / -10.33
HOMO-LUMO gap (alpha / beta) in eV: 6.87 / 7.69
Multiplicity: 3

---

- What is the formula in the third record?
  C5H9FSi